(1)
11
Properties=species:S:1:pos:R:3:forces:R:3:mulliken_charge:R:1 method="wB97M-V/def2-TZVPD" orbital_gap_ha=0.2893 total_energy_ev=-37623.4209 e_lumo_ev=-0.42
C 0.006 -0.185 0.577 0.1915 -1.0709 0.7349 0.352
C -0.316 0.081 -1.944 0.8898 0.6673 -0.8358 -0.100
H 1.581 2.424 1.290 0.2726 0.1079 -0.0613 0.170
H 0.562 0.228 2.630 0.6441 -0.4965 -3.7774 0.311
H 1.317 0.527 -0.856 -1.3784 -0.1213 0.6927 0.252
H 0.394 0.409 -2.804 -0.9774 -0.6118 1.6658 0.230
N 0.889 0.257 1.555 -0.3746 0.7551 3.0567 -0.327
N 0.317 0.243 -0.708 1.3048 0.0387 -0.7775 -0.144
S 2.250 1.253 1.346 -0.4119 0.1411 -0.2308 -0.219
S -1.081 -1.318 1.101 -0.2382 0.6896 -0.7798 -0.303
S -1.821 -0.339 -2.321 0.0777 -0.0993 0.3124 -0.221


(2)
57
Properties=species:S:1:pos:R:3:forces:R:3:mulliken_charge:R:1 method="wB97M-V/def2-TZVPD" orbital_gap_ha=0.3324 total_energy_ev=-44264.0663 e_lumo_ev=0.48
C 0.334 4.050 -4.233 0.0739 -0.0387 0.1382 -1.629
C 1.033 4.204 -2.913 -0.0010 -0.1935 -0.0781 0.628
C 1.125 5.444 -2.302 0.0576 -0.0623 0.0911 -0.666
C 1.771 5.607 -1.088 0.0141 0.0800 0.0436 -0.661
C 2.337 4.510 -0.465 -0.0091 -0.0093 0.0071 -0.993
C 2.250 3.259 -1.049 -0.0439 0.1017 -0.0054 -0.311
C 1.606 3.099 -2.270 0.2139 0.6583 0.5791 0.831
N 1.508 1.823 -2.826 0.3517 -0.7794 -0.2059 -0.126
S 2.619 0.599 -2.599 -0.2538 0.1876 -0.3682 1.396
O 2.443 -0.274 -3.724 -0.2630 0.0098 0.0828 -0.719
O 3.926 1.137 -2.356 -0.3003 0.0630 0.2302 -0.644
C 2.046 -0.243 -1.120 0.0047 0.3940 -0.3458 0.722
C 0.892 0.169 -0.492 -0.2681 0.0663 0.2012 -0.398
C 0.459 -0.474 0.664 0.1937 -0.1785 -0.2542 0.573
C 1.188 -1.558 1.144 -0.1379 0.2194 -0.0532 -0.723
C 2.332 -1.975 0.488 0.1009 0.1190 -0.1950 -1.543
C 2.789 -1.322 -0.652 0.0711 -0.1655 0.1486 0.921
C 4.020 -1.758 -1.370 0.2310 -0.1371 -0.0177 -1.979
H 4.749 -0.950 -1.379 0.1068 -0.0719 0.0142 0.383
H 3.780 -1.976 -2.410 0.0916 -0.1130 -0.0419 0.410
H 4.457 -2.638 -0.904 0.0141 -0.0326 -0.0055 0.412
H 2.881 -2.827 0.863 0.0685 -0.0756 -0.0071 0.365
H 0.845 -2.103 2.011 -0.0565 -0.0543 0.0978 0.272
C -0.818 -0.015 1.290 0.2351 0.0304 0.1499 0.334
O -1.745 0.400 0.622 -0.1439 0.0948 -0.2524 -0.701
N -0.839 -0.058 2.642 0.1322 0.1024 0.3410 -0.120
H -0.055 -0.461 3.129 0.0182 0.0508 -0.1537 0.254
C -2.059 0.113 3.394 -0.2143 -0.0113 0.0804 -0.839
H -1.874 0.776 4.244 -0.0842 -0.0103 -0.1068 0.393
H -2.776 0.586 2.720 0.0729 0.0380 0.1211 0.418
C -2.599 -1.242 3.886 0.1661 0.0000 -0.2123 -1.374
C -2.696 -2.213 2.740 -0.0945 0.1651 0.3093 1.181
C -1.807 -3.186 2.582 0.0534 -0.2396 0.0237 -0.596
C -1.787 -4.132 1.422 -0.0354 0.0480 -0.1994 -0.791
C -2.651 -3.617 0.276 -0.0957 -0.2313 0.1025 -0.581
C -3.999 -3.163 0.824 0.0800 0.1963 -0.1270 -0.958
C -3.793 -1.965 1.745 -0.0881 -0.1739 -0.1741 -0.527
H -3.531 -1.090 1.143 -0.0953 0.0583 0.0434 0.234
H -4.721 -1.731 2.275 -0.0067 0.0607 0.0336 0.391
H -4.457 -3.984 1.381 -0.0657 -0.0464 -0.0062 0.339
H -4.671 -2.891 0.008 -0.0572 -0.0418 0.0237 0.398
H -2.156 -2.768 -0.200 0.0342 0.0370 -0.0791 0.201
H -2.783 -4.398 -0.475 0.0395 0.0404 -0.0500 0.334
H -2.151 -5.111 1.753 0.0780 -0.0482 -0.0458 0.379
H -0.756 -4.272 1.084 -0.0015 -0.0699 0.0187 0.310
H -1.041 -3.347 3.332 0.0417 0.0944 0.1954 0.411
H -1.927 -1.639 4.652 -0.0228 -0.0161 0.0416 0.355
H -3.578 -1.081 4.339 -0.0237 -0.0054 0.0869 0.397
H 0.315 0.992 -0.881 -0.0990 0.0580 -0.0173 0.731
H 1.037 1.750 -3.712 0.0002 -0.2483 -0.1270 0.222
H 2.698 2.401 -0.574 0.0537 0.0287 0.1492 0.417
H 2.846 4.622 0.480 0.0471 0.0002 0.0794 0.398
H 1.832 6.584 -0.636 0.0072 0.0802 0.0404 0.381
H 0.685 6.302 -2.791 -0.0524 0.0551 -0.0704 0.354
H -0.540 3.405 -4.136 -0.1025 -0.0489 -0.0869 0.360
H 1.002 3.615 -4.978 -0.0045 -0.0269 -0.1299 0.378
H 0.002 5.018 -4.598 -0.0319 -0.0076 -0.0576 0.394


(3)
128
Properties=species:S:1:pos:R:3:forces:R:3:mulliken_charge:R:1 method="wB97M-V/def2-TZVPD" orbital_gap_ha=0.2984 total_energy_ev=-102118.4471 e_lumo_ev=0.35
C 3.690 -1.442 -2.317 1.3766 -2.0290 1.3063 -0.959
O 4.496 -0.482 -1.598 -0.1400 1.9229 2.1613 -0.594
P 4.196 0.066 -0.042 -0.5240 -1.8730 -1.7845 0.695
O 5.253 0.964 0.574 0.6526 -11.8315 -2.0306 -0.631
O 2.644 0.565 -0.072 3.1658 -3.1050 -1.1207 0.903
C 2.147 0.979 1.187 4.0174 -4.5037 -3.3850 -0.312
O 3.972 -1.363 0.758 2.6894 3.3949 1.2826 0.022
C 4.717 -1.546 2.051 -1.7678 -0.2072 0.0906 -1.156
H 4.321 -2.303 -2.537 0.2266 0.0881 -0.0018 0.251
H 3.171 -1.039 -3.186 3.1755 -1.5250 0.3171 1.023
H 2.897 -1.786 -1.653 0.3321 -0.3352 0.1476 -0.237
H 1.957 2.047 1.087 8.3435 -1.1555 -6.5763 0.025
H 2.708 0.582 2.034 0.5089 0.8256 0.2359 0.443
H 1.207 0.428 1.227 1.5966 0.5477 -0.3798 -0.093
H 5.152 -2.532 2.213 0.5010 -0.0051 -1.1575 0.424
H 3.899 -1.635 2.766 0.0106 0.7142 0.3659 0.332
H 5.420 -0.755 2.312 -0.2430 -0.0016 -0.4375 0.418
C -6.649 -4.119 -1.685 1.6466 -1.9317 0.2513 -0.623
O -6.100 -3.184 -0.788 0.9502 2.5481 0.6200 -0.391
P -4.898 -2.153 -1.104 0.1011 -0.1918 -1.0484 1.052
O -3.629 -2.777 -1.602 -1.6443 0.7976 0.5247 -0.410
O -4.718 -1.381 0.308 -1.0369 -1.3342 -2.6564 -0.615
C -3.485 -0.663 0.541 -2.4874 -3.4476 0.2592 -0.036
O -5.595 -1.106 -2.256 0.7016 -1.6599 2.2096 -0.367
C -5.362 -1.433 -3.617 0.1984 1.0743 -1.4512 -0.557
H -7.622 -4.415 -1.294 -0.0735 0.3948 -0.6714 0.265
H -5.974 -4.966 -1.562 -0.3155 -0.7080 0.2357 0.306
H -6.470 -3.993 -2.753 -0.9565 1.0667 -0.0013 0.247
H -2.644 -0.914 -0.105 -0.8550 -0.3213 -0.5339 -0.239
H -3.224 -0.924 1.567 -0.3252 -0.7260 -0.4726 0.201
H -3.687 0.408 0.568 -3.5691 -4.0534 -1.5457 -0.242
H -4.462 -0.918 -3.954 0.6023 -0.7957 0.1579 0.194
H -6.062 -0.947 -4.296 -0.8527 0.2974 0.7110 0.371
H -5.450 -2.471 -3.937 0.5862 -0.1610 0.6412 0.201
C 0.409 2.004 1.876 -1.3399 6.9913 2.4932 -1.059
O 0.222 0.862 2.732 1.5488 -0.5115 3.4538 0.266
P 0.498 0.987 4.289 -0.0099 0.7406 2.6741 0.279
O -0.043 -0.076 5.221 1.4780 1.6424 -2.2840 -0.855
O -0.174 2.443 4.556 2.8772 -0.6804 1.5370 0.025
C -0.057 3.052 5.830 -0.9110 -0.7740 0.5228 -1.022
O 2.052 1.433 4.454 0.7210 -0.8888 0.7179 -0.287
C 2.848 1.184 5.681 -0.5606 -1.7038 -0.6638 -0.941
H -0.225 1.938 0.992 2.0911 2.9803 2.6437 1.398
H 1.468 2.024 1.622 -8.4343 2.2578 7.6096 -0.550
H 0.216 3.027 2.198 0.0601 -0.5672 1.3496 0.597
H 0.675 2.581 6.487 0.0232 -0.0401 -0.0512 0.324
H -1.068 2.826 6.170 0.2430 0.6903 1.2240 0.391
H 0.141 4.122 5.782 -0.0579 -0.1001 -0.3858 0.230
H 3.708 0.535 5.514 0.3522 0.4153 -1.0906 0.306
H 2.298 0.453 6.275 -0.5791 0.8226 0.6670 0.420
H 3.228 2.076 6.179 -0.7435 0.1370 -0.2157 0.279
C 3.605 -3.641 0.484 -1.6741 -2.1893 0.0378 -0.572
O 2.933 -4.344 -0.601 0.1970 -0.2286 -0.3615 -0.384
C 1.607 -4.781 -0.289 0.2907 0.2194 1.6268 -1.295
C 0.522 -3.724 -0.156 0.9749 0.4800 -1.5004 -0.362
O 0.437 -2.817 -1.316 3.0326 -10.3524 0.4533 0.473
C 0.658 -3.382 -2.562 1.3524 -0.8488 0.0908 -1.752
H 4.649 -3.379 0.312 -0.5978 0.3008 -1.3863 0.268
H 3.791 -4.295 1.336 -0.7869 -0.6549 0.3674 0.340
H 2.926 -2.831 0.753 0.5850 -0.6404 0.1198 0.311
H 1.640 -5.177 0.726 0.0145 -0.4787 0.3030 0.542
H 1.207 -5.602 -0.884 0.8617 0.1061 -0.6791 0.456
H 0.761 -3.086 0.695 -0.2586 -0.0078 -0.1496 0.314
H -0.427 -4.239 -0.014 -0.1635 0.0796 0.0797 0.289
H 1.697 -3.698 -2.655 0.3913 -0.0674 -0.0756 0.533
H 0.525 -2.555 -3.259 -0.6895 -0.9897 1.6525 -0.791
H 0.067 -4.263 -2.812 -0.3970 0.0320 -0.0376 0.540
C -4.097 4.514 3.460 0.2934 -0.0113 0.2288 -0.693
O -4.067 3.148 3.690 -0.1718 -1.5301 -0.3731 -0.424
C -2.833 2.561 4.052 -0.3497 0.2049 -0.0100 -1.158
C -1.691 2.502 3.024 -2.5002 -0.0197 -0.4968 -0.577
O -2.085 2.386 1.680 -1.7953 1.0941 -2.5608 -0.279
C -2.858 1.248 1.184 2.5123 5.4513 5.2847 -0.335
H -5.160 4.727 3.568 0.1510 0.6693 -0.7084 0.265
H -3.582 4.743 2.527 -0.5758 0.3045 -0.4499 0.196
H -3.561 5.097 4.210 0.1391 -0.0165 0.5477 0.303
H -3.042 1.526 4.322 -0.3752 0.0633 0.2665 0.148
H -2.568 3.131 4.943 0.6851 -0.2973 0.1930 0.470
H -1.088 1.610 3.199 -2.8908 1.3243 -0.1917 0.745
H -1.033 3.367 3.103 -1.2190 -0.0283 -0.4235 1.036
H -2.698 0.894 0.166 0.5164 2.5793 1.9056 0.329
H -3.897 1.572 1.240 -0.2698 0.1579 0.7497 0.398
H -2.515 0.447 1.839 -0.4808 0.7999 0.2200 0.167
C 1.782 -0.320 -3.120 -3.1462 2.1547 -2.3482 -0.547
O 1.999 -0.722 -4.501 -0.8369 -0.5339 -0.2911 -0.598
C 1.023 -1.697 -5.040 1.1939 0.2547 0.6216 -0.131
C -0.387 -1.115 -5.320 0.4412 -0.0136 -0.5980 -0.361
O -1.522 -1.977 -5.210 1.1238 -0.7632 0.1031 -0.522
C -1.883 -2.420 -3.892 -0.8644 1.5968 0.4450 0.188
H 0.964 0.399 -3.114 0.4318 -0.5933 -1.2733 1.373
H 2.650 0.241 -2.771 -0.7820 0.5663 -0.0304 0.747
H 1.543 -1.165 -2.474 -0.1270 0.9585 -0.5651 -0.549
H 1.012 -2.540 -4.349 0.1800 0.5335 -1.7242 0.587
H 1.525 -2.108 -5.916 -0.2314 0.4321 -0.3073 0.532
H -0.332 -0.801 -6.363 -0.4622 -0.1417 -0.1238 0.298
H -0.493 -0.167 -4.792 -0.2597 -0.0764 0.6253 0.210
H -2.075 -1.502 -3.337 -0.1348 0.1613 0.3899 -0.263
H -1.201 -2.975 -3.247 -0.3012 -0.0327 -1.1391 0.134
H -2.847 -2.928 -3.886 0.2579 -0.0915 -0.5873 0.456
C 4.737 2.935 0.301 -1.3178 6.0733 -1.1591 -1.007
O 3.648 2.559 -0.556 -0.6192 0.3010 0.1183 0.072
C 2.862 3.518 -1.230 0.8103 0.7166 -0.0193 -1.316
C 1.411 3.156 -1.576 -0.5519 -0.8361 0.3179 1.326
O 0.579 4.307 -1.409 -0.8561 0.2463 0.1752 -0.486
C -0.814 4.138 -1.786 0.5178 -0.1676 -0.0949 -0.430
H 4.945 2.010 0.838 -0.6567 4.6315 1.2151 0.207
H 4.560 3.758 0.994 -0.7420 0.8111 -0.3829 0.356
H 5.537 3.204 -0.389 0.5566 0.1191 0.3712 0.293
H 3.370 3.735 -2.170 0.0946 0.4583 -0.1360 0.302
H 2.859 4.403 -0.593 -0.2842 0.3472 -0.2311 0.432
H 1.031 2.304 -1.012 0.5805 0.4608 0.7268 -0.750
H 1.290 2.715 -2.565 0.3136 0.5483 -0.7367 0.270
H -1.500 4.925 -1.471 0.8819 0.6581 0.4210 0.333
H -1.265 3.270 -1.306 0.0876 0.0518 -0.6172 0.206
H -0.912 4.134 -2.872 0.1003 -0.4835 -0.1596 0.321
C -0.116 -1.147 -0.874 -2.1121 8.0011 1.6357 0.707
C -0.327 0.301 -1.479 0.7030 -0.1747 -0.5784 1.283
C -0.837 1.134 -0.398 -0.1723 0.2435 -2.1494 -1.917
O -0.399 0.555 0.790 -3.2024 -5.6652 -3.7118 0.481
C -0.406 -0.834 0.625 -1.7645 -2.0566 -1.0615 -0.581
H 0.968 -1.258 -0.888 -0.5501 0.9286 0.1087 0.264
H -0.827 -1.831 -1.338 -0.8088 1.8205 0.5489 -0.186
H -0.984 0.389 -2.344 -0.1707 -0.4422 -0.1539 0.884
H 0.628 0.674 -1.848 -0.8026 0.0935 1.4532 -2.525
H -1.921 1.201 -0.488 2.0105 0.3551 -1.3236 0.019
H -0.543 2.181 -0.475 0.2076 -0.6151 0.5961 -0.732
H -1.408 -1.172 0.887 0.6461 -0.4156 0.2187 1.111
H 0.239 -1.391 1.303 0.4661 0.8917 0.2234 0.297


| no. | HOMO (eV) |
| --- | --- |
| 1 | -8.3 |
| 2 | -8.6 |
| 3 | -7.8 |